*i*
{"formula": "C63H73N7OP2RbS2", "method": "the ωB97M-V functional and the def2-TZVPD basis", "homo_lumo_gap_ha": 0.180, "charge": -1, "species": ["Rb", "C", "N", "C", "P", "C", "C", "C", "C", "C", "C", "C", "C", "C", "C", "C", "C", "C", "C", "C", "C", "C", "C", "P", "C", "C", "C", "C", "C", "C", "C", "C", "C", "C", "C", "C", "H", "H", "H", "H", "H", "H", "H", "H", "H", "H", "H", "H", "H", "H", "H", "H", "H", "H", "H", "H", "H", "H", "H", "H", "H", "H", "H", "H", "H", "N", "N", "C", "N", "S", "H", "H", "H", "H", "H", "C", "C", "N", "C", "C", "C", "S", "N", "C", "O", "C", "C", "C", "C", "C", "C", "H", "H", "H", "H", "H", "H", "H", "H", "H", "H", "H", "H", "H", "H", "H", "C", "C", "C", "C", "C", "C", "C", "C", "N", "C", "C", "C", "C", "C", "C", "C", "C", "C", "C", "H", "H", "H", "H", "H", "H", "H", "H", "H", "H", "H", "H", "H", "H", "H", "H", "H", "H", "H", "H", "H", "H", "H", "H"], "positions_angstrom": [[-0.718, 0.430, 0.448], [2.397, 1.794, -0.755], [3.382, 0.776, -1.090], [2.901, -0.590, -1.051], [3.016, -1.579, 0.545], [4.754, -2.232, 0.479], [5.205, -2.898, -0.664], [6.465, -3.479, -0.723], [7.308, -3.417, 0.378], [6.875, -2.770, 1.523], [5.613, -2.184, 1.574], [3.099, -0.374, 1.904], [2.256, -0.621, 2.987], [2.297, 0.190, 4.118], [3.176, 1.258, 4.163], [4.021, 1.517, 3.085], [3.990, 0.702, 1.966], [4.701, 1.091, -1.389], [5.565, 0.155, -1.976], [6.881, 0.480, -2.266], [7.386, 1.746, -2.003], [6.537, 2.679, -1.425], [5.225, 2.361, -1.111], [1.501, 2.668, -2.165], [1.403, 1.327, -3.402], [2.507, 0.714, -4.004], [2.330, -0.318, -4.914], [1.049, -0.766, -5.227], [-0.053, -0.179, -4.627], [0.124, 0.864, -3.721], [2.778, 3.844, -2.770], [3.233, 3.914, -4.084], [4.114, 4.917, -4.479], [4.547, 5.873, -3.572], [4.070, 5.836, -2.267], [3.186, 4.842, -1.880], [2.789, 2.564, -0.088], [1.610, 1.314, -0.167], [3.381, -1.206, -1.807], [1.853, -0.595, -1.348], [4.573, -2.946, -1.541], [6.788, -3.973, -1.631], [8.295, -3.862, 0.338], [7.523, -2.709, 2.388], [5.303, -1.674, 2.479], [1.537, -1.431, 2.934], [1.617, 0.003, 4.942], [3.193, 1.906, 5.031], [4.702, 2.360, 3.116], [4.672, 0.897, 1.148], [5.222, -0.841, -2.205], [7.517, -0.276, -2.712], [8.411, 1.997, -2.239], [6.894, 3.678, -1.207], [4.604, 3.118, -0.659], [3.510, 1.048, -3.765], [3.195, -0.780, -5.375], [0.915, -1.589, -5.919], [-1.051, -0.541, -4.839], [-0.746, 1.302, -3.239], [2.915, 3.174, -4.808], [4.467, 4.944, -5.503], [5.237, 6.649, -3.881], [4.380, 6.588, -1.551], [2.802, 4.843, -0.862], [-0.560, -3.505, 0.590], [0.486, -4.174, -0.051], [0.743, -3.980, -1.357], [1.891, -4.570, -1.781], [-0.248, -3.111, -2.383], [-1.356, -4.134, 0.616], [-0.847, -2.737, -0.020], [1.272, -4.338, 0.560], [2.589, -4.879, -1.124], [2.184, -4.335, -2.713], [-0.075, 6.091, 3.364], [0.837, 5.108, 4.083], [0.125, 3.925, 4.545], [-0.427, 4.026, 5.895], [0.543, 3.537, 6.963], [0.031, 2.778, 3.814], [0.685, 2.759, 2.229], [-0.554, 1.778, 4.514], [-0.877, 0.583, 3.996], [-0.774, 0.187, 2.827], [-1.424, -0.399, 5.016], [-1.521, -0.073, 6.366], [-1.997, -1.001, 7.282], [-2.389, -2.264, 6.856], [-2.299, -2.595, 5.509], [-1.817, -1.666, 4.595], [0.472, 6.997, 3.085], [-0.919, 6.386, 3.994], [-0.464, 5.628, 2.456], [1.288, 5.573, 4.963], [1.639, 4.796, 3.418], [-1.355, 3.465, 5.944], [-0.665, 5.080, 6.060], [0.770, 2.483, 6.791], [0.110, 3.646, 7.962], [1.478, 4.103, 6.936], [-1.215, 0.917, 6.679], [-2.066, -0.737, 8.331], [-2.766, -2.986, 7.569], [-2.608, -3.576, 5.169], [-1.738, -1.904, 3.543], [-4.239, -3.538, -0.085], [-4.690, -2.138, -0.434], [-6.038, -1.881, -0.734], [-6.420, -0.583, -1.059], [-7.868, -0.281, -1.369], [-5.493, 0.455, -1.097], [-4.113, 0.248, -0.795], [-3.777, -1.113, -0.476], [-3.104, 1.123, -0.757], [-3.224, 2.534, -1.026], [-3.603, 2.861, -2.485], [-3.512, 4.366, -2.766], [-2.075, 4.844, -2.525], [-1.679, 4.572, -1.071], [-2.632, 5.321, -0.130], [-4.069, 4.832, -0.361], [-4.463, 5.109, -1.818], [-4.160, 3.322, -0.084], [-1.806, 3.080, -0.782], [-5.086, -4.222, -0.008], [-3.714, -3.550, 0.875], [-3.558, -3.931, -0.847], [-6.772, -2.680, -0.705], [-8.476, -1.188, -1.341], [-7.974, 0.166, -2.360], [-8.287, 0.427, -0.649], [-5.847, 1.446, -1.353], [-2.730, -1.310, -0.254], [-4.614, 2.502, -2.698], [-2.926, 2.304, -3.145], [-3.798, 4.570, -3.802], [-1.988, 5.914, -2.749], [-1.390, 4.313, -3.198], [-0.647, 4.893, -0.897], [-2.571, 6.401, -0.306], [-2.339, 5.139, 0.910], [-4.749, 5.368, 0.307], [-4.430, 6.187, -2.017], [-5.492, 4.776, -1.995], [-5.194, 2.986, -0.194], [-3.862, 3.104, 0.948], [-1.526, 2.889, 0.261], [-1.126, 2.507, -1.419]]}


*ii*
{"formula": "C63H73N7OP2RbS2", "method": "the ωB97M-V functional and the def2-TZVPD basis", "homo_lumo_gap_ha": 0.198, "charge": -1, "species": ["Rb", "C", "N", "C", "P", "C", "C", "C", "C", "C", "C", "C", "C", "C", "C", "C", "C", "C", "C", "C", "C", "C", "C", "P", "C", "C", "C", "C", "C", "C", "C", "C", "C", "C", "C", "C", "H", "H", "H", "H", "H", "H", "H", "H", "H", "H", "H", "H", "H", "H", "H", "H", "H", "H", "H", "H", "H", "H", "H", "H", "H", "H", "H", "H", "H", "N", "N", "C", "N", "S", "H", "H", "H", "H", "H", "C", "C", "N", "C", "C", "C", "S", "N", "C", "O", "C", "C", "C", "C", "C", "C", "H", "H", "H", "H", "H", "H", "H", "H", "H", "H", "H", "H", "H", "H", "H", "C", "C", "C", "C", "C", "C", "C", "C", "N", "C", "C", "C", "C", "C", "C", "C", "C", "C", "C", "H", "H", "H", "H", "H", "H", "H", "H", "H", "H", "H", "H", "H", "H", "H", "H", "H", "H", "H", "H", "H", "H", "H", "H"], "positions_angstrom": [[-0.600, -0.458, 0.097], [2.084, 1.644, -3.185], [3.373, 1.030, -2.950], [3.492, 0.240, -1.753], [3.581, 1.187, -0.113], [5.229, 0.662, 0.492], [6.121, 1.559, 1.075], [7.310, 1.112, 1.631], [7.630, -0.238, 1.616], [6.748, -1.141, 1.040], [5.558, -0.690, 0.488], [3.934, 2.890, -0.664], [5.103, 3.278, -1.322], [5.259, 4.580, -1.765], [4.250, 5.513, -1.549], [3.093, 5.142, -0.884], [2.939, 3.834, -0.439], [4.470, 1.319, -3.743], [5.715, 0.702, -3.524], [6.802, 0.974, -4.336], [6.713, 1.873, -5.388], [5.499, 2.508, -5.596], [4.400, 2.250, -4.793], [0.655, 0.489, -2.830], [1.050, -0.882, -3.982], [0.631, -2.161, -3.626], [0.924, -3.257, -4.427], [1.655, -3.084, -5.591], [2.078, -1.813, -5.959], [1.773, -0.720, -5.165], [-0.682, 1.404, -3.674], [-0.892, 2.745, -3.352], [-2.011, 3.415, -3.822], [-2.943, 2.748, -4.604], [-2.745, 1.411, -4.918], [-1.623, 0.740, -4.456], [1.990, 1.952, -4.223], [1.945, 2.539, -2.565], [4.340, -0.437, -1.819], [2.613, -0.405, -1.667], [5.890, 2.618, 1.091], [7.989, 1.826, 2.080], [8.557, -0.584, 2.053], [6.973, -2.200, 1.032], [4.865, -1.413, 0.078], [5.893, 2.558, -1.500], [6.161, 4.862, -2.293], [4.370, 6.530, -1.901], [2.298, 5.857, -0.714], [2.019, 3.542, 0.057], [5.859, 0.017, -2.703], [7.738, 0.471, -4.128], [7.567, 2.082, -6.017], [5.397, 3.235, -6.392], [3.498, 2.812, -4.976], [0.057, -2.307, -2.718], [0.585, -4.241, -4.130], [1.898, -3.937, -6.212], [2.653, -1.671, -6.865], [2.115, 0.258, -5.476], [-0.211, 3.264, -2.688], [-2.172, 4.447, -3.541], [-3.833, 3.261, -4.945], [-3.481, 0.875, -5.503], [-1.502, -0.315, -4.671], [-0.144, 2.257, 1.891], [-1.132, 3.168, 2.275], [-1.498, 4.237, 1.535], [-2.598, 4.873, 2.040], [-0.744, 4.792, 0.163], [-0.603, 1.392, 1.634], [0.452, 2.065, 2.692], [-1.762, 2.872, 3.012], [-3.250, 4.353, 2.604], [-3.003, 5.554, 1.417], [-7.144, -1.659, -2.988], [-6.585, -2.112, -1.647], [-5.192, -2.521, -1.741], [-4.953, -3.919, -2.061], [-4.739, -4.767, -0.817], [-4.186, -1.615, -1.661], [-2.576, -2.173, -1.811], [-4.602, -0.345, -1.571], [-3.952, 0.647, -0.965], [-3.010, 0.589, -0.163], [-4.488, 2.016, -1.322], [-3.676, 3.122, -1.107], [-4.085, 4.385, -1.507], [-5.325, 4.557, -2.107], [-6.149, 3.456, -2.311], [-5.727, 2.191, -1.930], [-8.207, -1.422, -2.906], [-7.028, -2.439, -3.743], [-6.608, -0.773, -3.326], [-7.145, -2.972, -1.269], [-6.670, -1.314, -0.912], [-4.080, -3.983, -2.712], [-5.821, -4.274, -2.625], [-3.855, -4.418, -0.286], [-4.594, -5.815, -1.084], [-5.597, -4.702, -0.145], [-2.697, 2.967, -0.672], [-3.419, 5.232, -1.384], [-5.644, 5.543, -2.423], [-7.116, 3.582, -2.780], [-6.343, 1.321, -2.107], [-2.097, 0.288, 4.843], [-1.174, -0.885, 4.634], [-0.860, -1.742, 5.698], [-0.025, -2.825, 5.456], [0.295, -3.788, 6.573], [0.522, -3.056, 4.199], [0.273, -2.193, 3.090], [-0.636, -1.120, 3.396], [0.734, -2.240, 1.837], [1.480, -3.362, 1.317], [1.763, -3.029, -0.163], [2.497, -4.156, -0.893], [1.650, -5.430, -0.829], [1.407, -5.808, 0.636], [2.748, -6.036, 1.341], [3.598, -4.764, 1.265], [3.839, -4.423, -0.208], [2.863, -3.609, 1.960], [0.661, -4.668, 1.333], [-2.997, -0.007, 5.387], [-2.413, 0.711, 3.886], [-1.611, 1.076, 5.427], [-1.280, -1.577, 6.683], [-0.130, -3.448, 7.519], [1.373, -3.895, 6.705], [-0.108, -4.781, 6.361], [1.155, -3.924, 4.084], [-0.936, -0.488, 2.568], [2.348, -2.101, -0.186], [0.810, -2.832, -0.664], [2.660, -3.873, -1.938], [2.161, -6.244, -1.356], [0.690, -5.266, -1.330], [0.809, -6.724, 0.682], [3.284, -6.871, 0.875], [2.572, -6.305, 2.387], [4.559, -4.936, 1.763], [4.357, -5.249, -0.709], [4.486, -3.546, -0.288], [3.442, -2.683, 1.881], [2.766, -3.825, 3.024], [0.424, -4.947, 2.361], [-0.291, -4.469, 0.830]]}


It is *ii* that is most stable; the runner-up trails by 0.171 eV.


*i*
{"formula": "CH6NO", "method": "the ωB97M-V functional and the def2-TZVPD basis", "homo_lumo_gap_ha": 0.251, "charge": -1, "species": ["O", "H", "C", "N", "H", "H", "H", "H", "H"], "positions_angstrom": [[0.878, 1.759, 0.950], [0.434, 2.544, 0.613], [-0.047, -1.295, -0.907], [-0.862, -0.585, 0.040], [-0.413, -2.281, -1.295], [0.834, -1.742, -0.395], [0.429, -0.693, -1.707], [-0.234, 0.030, 0.612], [-1.725, -0.278, -0.371]]}


*ii*
{"formula": "CH6NO", "method": "the ωB97M-V functional and the def2-TZVPD basis", "homo_lumo_gap_ha": 0.257, "charge": -1, "species": ["O", "H", "C", "N", "H", "H", "H", "H", "H"], "positions_angstrom": [[2.196, -0.440, 0.105], [2.823, 0.011, -0.450], [-0.845, 0.422, -0.638], [-1.573, -0.070, 0.576], [0.239, 0.501, -0.570], [-1.175, 1.450, -0.860], [-1.221, -0.222, -1.430], [-0.910, -0.731, 0.969], [-1.632, 0.676, 1.256]]}


It is *ii* that is most stable; the runner-up trails by 0.059 eV.


*i*
{"formula": "C8H14O", "method": "the ωB97M-V functional and the def2-TZVPD basis", "homo_lumo_gap_ha": 0.382, "species": ["C", "C", "O", "C", "C", "C", "H", "H", "H", "H", "H", "H", "H", "H", "C", "C", "C", "H", "H", "H", "H", "H", "H"], "positions_angstrom": [[1.472, -0.356, 2.101], [1.589, -0.104, 0.836], [2.833, 0.265, 0.140], [1.568, 0.465, -0.499], [1.117, 1.904, -0.641], [1.308, -0.410, -1.707], [2.531, -0.424, 2.451], [0.556, -0.640, 2.580], [0.046, 1.940, -0.835], [1.634, 2.370, -1.479], [1.332, 2.463, 0.267], [0.256, -0.389, -1.986], [1.624, -1.433, -1.517], [1.878, -0.018, -2.548], [-1.941, -1.731, -0.488], [-1.692, -0.781, 0.395], [-2.642, 0.278, 0.843], [-2.922, -1.852, -0.924], [-1.212, -2.482, -0.746], [-0.711, -0.741, 0.840], [-2.243, 1.269, 0.626], [-2.769, 0.237, 1.926], [-3.613, 0.170, 0.365]]}


*ii*
{"formula": "C8H14O", "method": "the ωB97M-V functional and the def2-TZVPD basis", "homo_lumo_gap_ha": 0.370, "species": ["C", "C", "C", "C", "C", "O", "C", "C", "C", "H", "H", "H", "H", "H", "H", "H", "H", "H", "H", "H", "H", "H", "H"], "positions_angstrom": [[0.569, 1.572, -1.965], [-0.131, 0.702, -0.993], [-1.403, 0.432, -0.707], [-1.077, -0.506, 0.440], [-1.555, -0.035, 1.807], [-1.508, -1.839, 0.311], [0.441, -0.222, 0.071], [1.179, -1.435, -0.490], [1.292, 0.460, 1.135], [-0.144, 2.087, -2.604], [1.171, 2.312, -1.437], [1.241, 0.980, -2.585], [-2.347, 0.751, -1.110], [-1.046, -0.590, 2.590], [-1.382, 1.028, 1.935], [-2.621, -0.233, 1.882], [-1.313, -2.146, -0.580], [1.209, -2.230, 0.252], [0.693, -1.812, -1.389], [2.200, -1.163, -0.750], [0.819, 1.371, 1.491], [1.450, -0.207, 1.979], [2.263, 0.721, 0.717]]}


*iii*
{"formula": "C8H14O", "method": "the ωB97M-V functional and the def2-TZVPD basis", "homo_lumo_gap_ha": [0.283, 0.245], "species": ["C", "C", "C", "C", "C", "H", "H", "H", "H", "H", "H", "H", "H", "C", "C", "C", "O", "H", "H", "H", "H", "H", "H"], "positions_angstrom": [[-0.252, 0.411, -0.904], [-1.680, 0.297, -1.460], [0.745, 0.554, -2.068], [0.091, -0.945, -0.073], [0.300, -2.161, -0.510], [-0.234, 1.357, -0.355], [-2.420, 0.307, -0.655], [0.665, -0.308, -2.733], [-1.800, -0.631, -2.025], [-1.920, 1.117, -2.141], [0.521, 1.438, -2.670], [1.768, 0.625, -1.695], [0.600, -3.025, 0.078], [-0.918, -0.588, 1.870], [1.133, -0.350, 0.999], [1.659, 0.850, 1.347], [-1.199, 0.700, 2.130], [-0.383, 1.118, 2.473], [-0.436, -1.170, 2.652], [-1.755, -1.076, 1.389], [1.650, -1.201, 1.439], [1.369, 1.783, 0.880], [2.495, 0.897, 2.032]]}


*iv*
{"formula": "C8H14O", "method": "the ωB97M-V functional and the def2-TZVPD basis", "homo_lumo_gap_ha": 0.361, "species": ["C", "C", "C", "C", "C", "C", "C", "C", "H", "H", "H", "H", "H", "H", "H", "H", "H", "H", "H", "H", "O", "H", "H"], "positions_angstrom": [[0.375, -0.878, 3.453], [0.695, -0.713, 2.174], [2.076, -0.941, 1.615], [-0.395, -0.491, 1.188], [-0.529, 0.630, 0.486], [-1.636, 1.007, -0.418], [-1.581, 1.014, -1.746], [-2.755, 1.452, -2.610], [-0.663, -0.839, 3.747], [1.109, -1.005, 4.234], [2.657, -0.008, 1.534], [1.939, -1.219, 0.568], [2.730, -1.569, 2.216], [-1.173, -1.250, 1.103], [0.290, 1.307, 0.519], [-2.480, 1.493, 0.067], [-0.666, 0.660, -2.205], [-2.600, 2.465, -2.954], [-2.868, 0.667, -3.363], [-3.657, 1.366, -2.008], [2.901, -0.718, -2.808], [3.411, -1.176, -2.144], [2.012, -1.071, -2.819]]}


It is *ii* that is most stable; the runner-up trails by 1.289 eV.